No. 1
A molecular structure, C17H13BrInN2O6. Source: OMol25; level of theory: the ωB97M-V functional and the def2-TZVPD basis.

Values from the calculation:
- E_LUMO: 0.67 eV
- HOMO energy: -4.76 eV
- Relative energy (zero: lowest compared OMol25 entry of this formula, charge and spin): 9.2 kJ/mol
- Net charge: -1
- Orbital gap: 0.19965 Ha

Element x y z (Å)
C (-1.396875, -0.831925, -1.914704)
C (-1.399367, -1.820296, -0.900276)
C (-2.061817, -1.261442, 0.263573)
H (-1.029956, -2.837705, -0.992390)
C (-2.447934, 0.086127, -0.082288)
C (-2.040883, 0.331116, -1.412097)
H (-2.214442, 1.244371, -1.986216)
H (-0.974044, -0.955833, -2.910122)
H (-2.382069, -1.831362, 1.137304)
H (-3.068252, 0.734517, 0.530330)
In (0.083286, -0.454448, 0.757146)
Br (1.125336, -2.510523, 1.560277)
C (2.056773, 1.207199, 0.345899)
C (1.285651, 2.006348, -0.560292)
C (1.180135, 1.309412, -1.789862)
H (0.895134, 2.998933, -0.357839)
C (1.908535, 0.081619, -1.674541)
C (2.488804, 0.028229, -0.374504)
H (3.162281, -0.734016, -0.010681)
H (2.466408, 1.532270, 1.296573)
H (0.669823, 1.646192, -2.682650)
H (1.994975, -0.680606, -2.441109)
O (-1.515525, 2.500650, 2.645317)
C (-0.857693, 1.541838, 3.084417)
O (-0.177430, 0.648614, 2.407994)
C (-0.614568, 1.096270, 4.463342)
C (0.157476, -0.069072, 4.734594)
C (0.350742, -0.466572, 6.064278)
C (-0.237821, 0.299834, 7.096228)
C (-0.999913, 1.445203, 6.788421)
C (-1.190049, 1.840424, 5.457173)
N (-1.592681, 2.227497, 7.799383)
O (-1.416484, 1.858678, 8.982859)
O (-2.252664, 3.236082, 7.420414)
N (1.107267, -1.625150, 6.407603)
O (1.618192, -2.286637, 5.459998)
O (1.206730, -1.903924, 7.627050)
H (0.596579, -0.683742, 3.941730)
H (-0.114782, 0.021404, 8.129812)
H (-1.757180, 2.700224, 5.145357)

Force components x, y, z for each atom (eV/Å):
-0.42 -0.31 0.61
-0.06 0.60 -0.65
0.51 0.36 -0.11
0.01 0.27 0.12
-0.18 -0.10 -0.75
-0.29 -0.42 0.15
0.19 -0.28 0.39
-0.02 0.10 0.35
0.10 0.24 -0.25
0.38 -0.04 -0.03
0.51 0.77 -1.66
0.47 -1.07 0.72
-0.35 -0.25 -0.53
0.04 -0.59 -0.52
0.96 -0.39 0.73
-0.06 -0.27 0.08
-0.04 0.91 0.45
-1.10 0.14 -0.64
-0.13 0.01 0.07
-0.21 -0.08 -0.06
-0.11 -0.03 0.16
0.01 0.09 0.13
1.20 -1.88 1.55
0.27 -0.22 -2.84
-0.81 1.41 -0.51
0.02 -0.25 1.62
0.01 -0.14 0.55
-1.70 2.48 -0.20
-0.25 0.42 -0.22
1.13 -1.50 -1.78
0.33 -0.44 0.79
-1.30 1.70 1.99
-0.66 1.16 -2.03
1.44 -2.26 1.53
1.67 -2.52 0.04
-1.21 1.56 2.66
0.00 0.28 -2.52
-0.25 0.43 0.37
0.05 -0.06 0.02
-0.14 0.16 0.25

***

No. 2
A molecular structure, C17H13F7N2O3. Source: OMol25; level of theory: the ωB97M-V functional and the def2-TZVPD basis.

Values from the calculation:
- E_LUMO: 0.29 eV
- HOMO energy: -8.65 eV
- Relative energy (zero: lowest compared OMol25 entry of this formula, charge and spin): 1533.5 kJ/mol
- Orbital gap: 0.32850 Ha

Element x y z (Å)
O (1.965442, 1.394098, -0.561253)
C (2.252192, 0.250899, -0.772274)
N (3.478913, -0.146405, -1.391483)
C (4.503790, 0.881430, -1.890825)
C (5.595687, 0.478132, -2.516198)
C (6.776697, 1.204244, -2.885441)
C (6.675556, 2.614304, -2.750126)
C (5.406279, 3.063396, -2.501284)
C (4.444932, 2.260600, -1.982031)
H (3.484701, 2.720046, -1.443863)
H (5.449230, 3.970694, -2.417300)
F (7.626509, 3.231628, -3.547240)
H (7.515598, 0.855292, -3.402312)
H (5.871690, -0.859903, -2.428206)
H (3.800225, -0.950029, -1.606194)
N (1.807351, -0.801337, -0.358015)
C (0.393992, -0.813412, 0.244228)
C (-0.272039, 0.229204, 0.522136)
C (-1.640790, -0.133981, 0.993146)
C (-1.955516, -1.322159, 1.425820)
C (-1.261996, -2.349412, 0.940988)
C (0.174689, -2.277127, 0.522785)
H (0.623490, -3.206920, 0.243337)
O (-1.457347, -3.730416, 1.429138)
C (-2.902826, -4.143446, 1.535603)
C (-3.975801, -4.185749, 0.694325)
F (-3.617684, -4.870335, -0.193305)
F (-4.127396, -3.147336, -0.021443)
F (-4.982014, -4.481996, 1.271248)
H (-3.243508, -3.285545, 2.629925)
H (-2.763556, -5.105035, 2.185204)
H (-3.050989, -1.288183, 1.663118)
O (-2.400871, 0.970118, 1.406950)
C (-2.013823, 2.462529, 1.120372)
C (-3.079940, 3.326298, 1.640526)
F (-3.252586, 2.914983, 2.945192)
F (-4.350143, 3.041189, 0.880020)
F (-2.659468, 4.493028, 1.654208)
H (-1.830243, 2.480878, 0.039440)
H (-0.880872, 2.509425, 1.660265)
H (0.036363, 1.171980, 0.397569)
H (2.381849, -1.777422, -0.479124)

Force components x, y, z for each atom (eV/Å):
-1.06 1.69 -0.24
7.48 3.69 -3.05
1.19 12.17 -0.54
-3.09 -0.67 0.60
6.30 -6.88 -0.31
-6.42 3.22 3.54
0.50 -4.72 -3.65
1.83 -6.81 0.53
-5.03 1.42 3.06
2.26 -0.65 -1.64
-1.24 10.25 0.63
-0.70 0.86 1.53
4.32 -2.59 -2.58
-1.09 3.97 -0.69
1.98 -7.18 -1.60
-6.23 -9.28 4.31
8.26 -9.48 -2.10
-6.87 -0.62 1.72
4.29 8.13 0.23
-5.62 -0.24 -0.09
6.95 -6.24 1.22
-7.15 4.57 0.43
0.73 0.17 -0.28
-3.50 1.29 -2.82
6.98 2.78 13.50
3.27 5.67 0.43
2.99 -12.73 -10.01
-2.37 8.68 -1.27
-8.00 -2.71 4.08
0.43 -2.56 -3.24
-0.64 1.49 -1.71
1.11 -0.92 0.47
-0.53 1.02 -0.57
4.37 -5.68 -0.34
-2.38 -5.76 0.91
-1.04 0.76 -1.08
3.31 1.58 2.20
-0.26 4.41 -0.60
-0.32 0.56 0.25
-3.48 0.76 -1.13
1.01 3.06 -0.63
-2.53 3.55 0.54

***

No. 3
A molecular structure, C17H13MnO4P. Source: OMol25; level of theory: the ωB97M-V functional and the def2-TZVPD basis.

Values from the calculation:
- E_LUMO (alpha / beta): -11.22 / -14.81 eV
- HOMO energy (alpha / beta): -19.57 / -18.96 eV
- Spin multiplicity: 5
- Net charge: +3
- Orbital gap (alpha / beta): 0.30696 / 0.15266 Ha

Element x y z (Å)
Mn (0.786904, -0.868122, -2.551348)
O (-0.389887, 4.805480, -2.533161)
C (0.521685, 4.124817, -2.431062)
C (2.519147, -0.895773, -2.642551)
O (3.677174, -1.090053, -2.749037)
C (-1.115899, -1.102705, -2.492289)
O (-2.277867, -1.343293, -2.536398)
C (0.598943, 0.221345, -4.012025)
O (0.520525, 0.680322, -5.108431)
C (2.343958, 0.324713, 0.565563)
P (0.767543, 0.083654, -0.150770)
C (0.230127, -1.586028, 0.474524)
C (-0.272861, -1.708233, 1.777627)
C (-0.542019, -2.996335, 2.256239)
C (-0.349387, -4.105122, 1.402072)
C (0.145854, -3.937502, 0.087925)
C (0.446726, -2.658762, -0.394197)
C (-0.359467, 1.295240, 0.628335)
C (-1.761521, 1.252398, 0.423121)
C (-2.590524, 2.288584, 0.880659)
C (-2.027901, 3.371023, 1.585167)
C (-0.641976, 3.402580, 1.851008)
C (0.177742, 2.372932, 1.371485)
H (3.037668, -0.421921, 0.209550)
H (2.195995, 0.178678, 1.622506)
H (2.697422, 1.280570, 0.361952)
H (-0.439500, -0.834904, 2.416116)
H (-0.915505, -3.141108, 3.277524)
H (-0.564315, -5.125376, 1.768942)
H (0.289722, -4.816915, -0.560435)
H (0.859556, -2.549005, -1.419628)
H (-2.208039, 0.389123, -0.048937)
H (-3.683058, 2.247631, 0.687329)
H (-2.676240, 4.200528, 1.902469)
H (-0.225762, 4.258781, 2.423635)
H (1.225022, 2.402743, 1.656504)

Force components x, y, z for each atom (eV/Å):
-3.85 -0.28 2.96
2.01 -1.44 0.21
-2.03 1.38 -0.18
9.29 -1.15 -1.07
-5.37 1.11 0.64
-7.32 -1.66 -0.84
6.56 1.50 0.45
-0.27 3.67 -9.42
0.37 -2.52 7.09
-0.11 -1.29 1.02
-1.24 -1.23 -1.08
0.66 2.30 -0.08
-0.79 -1.56 0.79
-0.10 1.51 0.32
0.08 -0.72 0.04
0.58 0.37 -1.53
-0.49 -2.24 0.58
0.22 0.67 0.19
1.83 -0.84 -0.10
-0.86 2.04 1.10
-0.43 -0.14 -0.27
-2.13 1.77 0.56
0.57 -2.09 -0.81
0.27 -0.18 -0.17
0.41 0.09 0.65
0.88 1.75 -0.42
0.13 -0.35 -0.27
0.24 -0.01 -0.43
0.06 0.64 -0.26
-0.06 0.45 0.46
-0.01 -0.36 0.64
-0.11 -0.06 -0.19
0.85 0.09 0.15
0.38 -0.46 -0.06
-0.20 -0.72 -0.46
-0.03 -0.03 -0.22

***

No. 4
A molecular structure, C17H13N5ORu. Source: OMol25; level of theory: the ωB97M-V functional and the def2-TZVPD basis.

Values from the calculation:
- E_LUMO (alpha / beta): -5.13 / -4.99 eV
- HOMO energy (alpha / beta): -11.99 / -11.90 eV
- Relative energy (zero: lowest compared OMol25 entry of this formula, charge and spin): 0.0 kJ/mol
- Spin multiplicity: 2
- Net charge: +1
- Orbital gap (alpha / beta): 0.25205 / 0.25383 Ha

Element x y z (Å)
Ru (-0.866306, 0.848615, 1.103163)
C (-0.119786, 2.105995, 3.177044)
C (0.286470, 0.799195, 3.552624)
C (-0.855253, -0.026566, 3.579346)
C (-1.981026, 0.763618, 3.211529)
C (-1.524602, 2.088739, 2.983012)
H (0.507212, 2.984167, 3.174062)
H (1.279941, 0.508682, 3.851190)
H (-0.881511, -1.051655, 3.910498)
H (-3.014269, 0.451593, 3.256599)
H (-2.150777, 2.951957, 2.817492)
N (-1.502915, -1.405003, 0.401230)
C (-0.468704, -1.878842, -0.485037)
C (-0.656842, -3.013569, -1.238147)
C (0.341354, -3.475735, -2.107441)
C (1.510135, -2.780342, -2.257372)
C (1.744959, -1.616140, -1.498775)
C (2.941527, -0.876270, -1.591209)
C (3.130782, 0.221357, -0.791375)
C (2.120545, 0.580823, 0.109496)
N (0.979529, -0.074320, 0.204418)
C (0.757030, -1.167596, -0.575631)
H (-1.522383, -1.969135, 1.254225)
H (-2.419182, -1.508474, -0.044068)
H (-1.590689, -3.556439, -1.162565)
H (0.172081, -4.387254, -2.656340)
H (2.269111, -3.110542, -2.949843)
H (3.701399, -1.193119, -2.289600)
H (4.042279, 0.796233, -0.825321)
H (2.256459, 1.421704, 0.785570)
O (-1.944681, 2.045682, -0.229795)
N (-1.091925, 2.568795, -1.014172)
C (-1.103592, 2.473934, -2.314389)
C (-2.056627, 1.686235, -3.005826)
N (-2.815081, 0.990029, -3.508817)
C (-0.130354, 3.141468, -3.088253)
N (0.655695, 3.662183, -3.737524)

Force components x, y, z for each atom (eV/Å):
0.96 -0.68 3.68
-0.18 0.05 -0.89
-0.51 -0.30 -0.52
0.34 0.21 -0.74
-0.21 0.02 -0.80
-0.02 0.17 -0.47
0.00 -0.01 -0.16
0.12 -0.07 -0.17
0.02 -0.11 -0.14
0.06 0.02 -0.08
0.03 -0.03 -0.13
-0.17 1.24 0.21
0.26 -0.40 -0.43
0.06 0.44 0.31
0.29 0.06 -0.17
-0.25 -0.15 0.04
-0.29 0.13 0.46
-0.07 0.25 0.21
-0.01 -0.29 0.02
0.06 0.12 0.11
-1.26 0.87 0.06
0.03 -0.51 -0.47
0.00 0.28 -0.19
0.29 0.19 0.14
-0.02 -0.01 0.03
-0.01 -0.06 -0.15
0.07 -0.07 -0.05
0.08 0.00 -0.08
0.04 0.05 -0.01
-0.10 -0.04 -0.21
-1.65 -2.47 0.30
3.38 1.66 -0.86
-1.28 -0.46 1.58
-0.62 -0.33 -0.14
-0.22 -0.26 -0.15
0.52 0.33 0.14
0.29 0.16 -0.24

***

No. 5
A molecular structure, C17H14AsBeN4O9S2. Source: OMol25; level of theory: the ωB97M-V functional and the def2-TZVPD basis.

Values from the calculation:
- E_LUMO: 2.55 eV
- HOMO energy: -5.72 eV
- Relative energy (zero: lowest compared OMol25 entry of this formula, charge and spin): 47.2 kJ/mol
- Net charge: -1
- Orbital gap: 0.30381 Ha

Element x y z (Å)
Be (-1.386590, -0.016873, 2.001703)
O (1.246681, -0.648844, 4.769093)
As (-0.259235, -1.487603, 4.268522)
O (-0.852229, -2.124211, 5.632629)
O (-1.081944, -0.219062, 3.495567)
C (0.567876, -2.510792, 2.840683)
C (1.933486, -2.761721, 2.905885)
C (2.587071, -3.334875, 1.822952)
C (1.888936, -3.640818, 0.663919)
C (0.522653, -3.412612, 0.596922)
C (-0.128509, -2.864041, 1.688729)
S (-1.897810, -2.658546, 1.643238)
O (-2.428823, -3.566316, 0.672602)
O (-2.298179, -2.817664, 3.020843)
O (-2.063848, -1.229190, 1.196523)
H (1.088641, -0.372885, 5.679998)
H (2.485622, -2.487209, 3.793575)
H (3.651319, -3.526597, 1.881887)
H (2.406660, -4.055346, -0.191507)
H (-0.052300, -3.658298, -0.285950)
N (-0.005581, 4.123070, -5.815430)
C (-0.504962, 3.294268, -4.802927)
C (-0.594012, 3.755109, -3.490460)
C (-1.083835, 2.931599, -2.491477)
C (-1.511999, 1.646739, -2.788601)
C (-1.455032, 1.192780, -4.097663)
C (-0.967733, 2.012910, -5.100005)
S (-1.862127, 0.494631, -1.481206)
O (-2.476297, 1.317590, -0.437135)
O (-2.686704, -0.531200, -2.055435)
N (-0.446141, -0.059543, -1.152374)
C (0.435439, 0.173296, -0.203240)
N (0.111724, 0.463558, 1.100079)
C (1.116767, 0.789650, 1.936362)
C (2.432928, 0.772633, 1.570307)
C (2.682276, 0.346700, 0.263750)
N (1.741705, 0.065330, -0.598112)
H (0.618826, 4.844014, -5.491398)
H (0.373669, 3.629127, -6.607162)
H (-0.269898, 4.762186, -3.252565)
H (-1.144684, 3.288417, -1.470939)
H (-1.796923, 0.190531, -4.319728)
H (-0.931293, 1.655106, -6.122945)
H (0.819906, 1.021691, 2.949403)
H (3.218055, 1.008216, 2.271832)
H (3.704338, 0.237992, -0.093159)
O (-3.003265, 2.460187, 1.940802)
C (-2.444636, 1.506922, 1.741625)

Force components x, y, z for each atom (eV/Å):
0.33 -0.34 -0.78
-0.05 0.10 -0.05
0.17 0.02 0.01
-0.11 -0.03 0.06
-0.13 0.22 0.14
0.07 0.03 0.04
0.00 0.02 -0.03
-0.01 -0.01 -0.03
0.03 0.03 0.01
-0.02 -0.01 0.01
-0.09 -0.14 0.02
0.02 -0.03 0.00
0.03 0.05 -0.03
-0.04 -0.03 0.03
-0.05 0.09 0.02
0.03 -0.11 0.05
-0.01 0.02 0.00
0.00 0.00 0.00
0.00 -0.02 0.01
0.00 0.00 0.00
-0.09 0.05 -0.03
-0.01 -0.02 0.01
-0.02 0.00 0.00
-0.12 0.06 0.03
0.41 -0.09 0.01
-0.10 0.00 -0.02
0.00 0.03 0.00
-0.43 0.05 -0.10
0.15 0.10 -0.07
0.07 0.01 0.03
0.00 -0.27 -0.20
0.14 0.22 0.14
0.04 -0.10 0.09
-0.08 0.06 -0.04
0.03 0.03 -0.04
0.03 0.05 0.07
-0.10 -0.07 -0.01
0.02 -0.02 0.00
0.02 -0.01 0.01
0.02 0.00 0.00
0.04 -0.02 0.01
0.04 -0.02 0.02
0.01 0.00 0.00
0.00 -0.01 0.01
0.00 0.01 0.00
-0.01 -0.03 0.00
-0.12 0.21 -0.21
-0.12 -0.06 0.83

***

No. 6
A molecular structure, C17H14Br2N3O7Ti. Source: OMol25; level of theory: the ωB97M-V functional and the def2-TZVPD basis.

Values from the calculation:
- E_LUMO (alpha / beta): 1.93 / 1.93 eV
- HOMO energy (alpha / beta): -4.10 / -5.62 eV
- Relative energy (zero: lowest compared OMol25 entry of this formula, charge and spin): 69.3 kJ/mol
- Spin multiplicity: 3
- Net charge: -1
- Orbital gap (alpha / beta): 0.22148 / 0.27729 Ha

Element x y z (Å)
Ti (1.036978, -0.571733, -0.532814)
N (1.781178, 1.130482, 2.756152)
C (2.044618, -0.317115, 2.769675)
C (3.172857, -0.660464, 1.796112)
O (4.314368, -0.812343, 2.244802)
N (2.816844, -0.687724, 0.510193)
C (3.891824, -0.901366, -0.445735)
C (3.583001, -0.135920, -1.723107)
O (4.424681, 0.225295, -2.513859)
O (2.286847, 0.083854, -1.890120)
H (2.643849, 1.622061, 2.966637)
H (1.128413, 1.357583, 3.497990)
H (1.131077, -0.837475, 2.475129)
H (2.365090, -0.692716, 3.747259)
H (3.956014, -1.963407, -0.722970)
H (4.865816, -0.610798, -0.052845)
O (-1.509956, 5.170466, 0.051982)
C (-0.960021, 3.933667, -0.014509)
C (0.117243, 3.626764, -0.836527)
C (0.579683, 2.329430, -0.851366)
N (0.077426, 1.365232, -0.054031)
C (-0.948449, 1.682928, 0.727638)
Br (-1.730676, 0.364212, 1.810827)
C (-1.517172, 2.941188, 0.777731)
H (-1.049845, 5.761156, -0.552473)
H (0.576813, 4.365434, -1.478974)
H (1.397561, 2.034708, -1.497668)
H (-2.360702, 3.145119, 1.417596)
Br (0.442226, -2.549446, -2.786229)
C (-1.988371, -1.559845, -1.405913)
C (-3.216218, -1.074448, -1.852347)
C (-4.399624, -1.555573, -1.312582)
C (-4.367907, -2.528682, -0.325295)
C (-3.146628, -3.001289, 0.135202)
C (-1.953325, -2.511700, -0.376991)
C (-0.681576, -2.977837, 0.285384)
O (-0.612442, -4.077433, 0.790166)
O (0.230918, -2.053886, 0.409926)
H (-3.219343, -0.326692, -2.634411)
H (-5.348286, -1.175424, -1.671411)
H (-5.290176, -2.913243, 0.091390)
H (-3.094868, -3.750692, 0.913786)
O (-0.712119, 0.080721, -2.636615)
C (-0.757620, -0.973049, -2.006785)

Force components x, y, z for each atom (eV/Å):
-0.08 -0.45 -0.31
0.04 0.02 0.02
0.00 -0.24 0.00
-0.10 0.39 0.26
0.01 -0.07 -0.01
0.04 -0.01 -0.15
0.13 -0.07 -0.07
-0.21 0.13 -0.09
0.13 -0.04 0.05
-0.06 -0.07 0.22
-0.02 0.00 0.00
0.01 0.02 0.00
0.00 -0.01 0.02
-0.06 0.04 -0.01
0.10 0.03 -0.01
-0.04 0.03 0.01
0.02 -0.08 0.02
-0.06 0.07 0.05
-0.08 -0.15 -0.06
-0.04 0.18 0.37
0.08 -0.04 -0.14
0.01 0.29 -0.16
0.13 -0.20 0.02
0.17 0.03 -0.06
0.03 0.02 -0.04
-0.02 0.03 -0.02
-0.05 -0.03 0.00
-0.01 0.03 0.00
0.05 -0.15 -0.04
0.05 -0.04 -0.01
-0.01 -0.06 0.05
0.01 0.06 -0.05
0.03 -0.01 0.04
-0.02 0.02 -0.03
-0.10 -0.03 -0.29
-0.27 0.07 0.36
0.04 -0.04 -0.12
0.30 0.16 -0.08
0.00 0.01 -0.01
-0.01 0.00 -0.01
-0.01 0.00 0.01
0.01 -0.01 0.00
-0.11 0.08 -0.13
-0.03 0.12 0.41

***

Number 1: F_max 3.3 eV/A. Number 2: F_max 16.5 eV/A. Number 3: F_max 10.1 eV/A. Number 4: F_max 3.9 eV/A. Number 5: F_max 0.9 eV/A. Number 6: F_max 0.6 eV/A.